{"formula": "C6H5ClO6", "method": "the ωB97M-V functional and the def2-TZVPD basis", "elements": ["C", "C", "O", "H", "Cl", "C", "C", "H", "O", "C", "O", "O", "H", "H", "O", "O", "H", "C"], "positions_angstrom": [[-1.41756, -0.61091, 0.09978], [-1.44951, -1.07687, 1.47834], [-0.08018, -1.29082, 1.57248], [-1.97759, 0.33028, -0.18649], [2.35795, 0.88001, 1.36946], [0.49111, 1.95952, -0.32249], [0.82962, -1.06505, -0.81370], [1.55854, -2.48314, -1.46380], [-2.34112, -1.50804, 2.15103], [0.61766, 0.88977, 0.79394], [0.80016, -2.40556, -0.97470], [1.60829, -0.35169, -1.46594], [-0.03419, 2.46991, -2.11039], [-1.67570, -1.45247, -0.57126], [-0.25087, 1.76586, -1.51421], [0.92888, 3.11613, -0.00429], [-0.05760, 1.36234, 1.55726], [0.09212, -0.52927, 0.40497]], "e_tot_ev": -31109.077, "lumo_ev": 0.273, "de_lowest_ev": 1.278}


{"formula": "C26H56ClN3O18P4S", "method": "the ωB97M-V functional and the def2-TZVPD basis", "elements": ["H", "N", "H", "H", "O", "C", "H", "P", "O", "H", "H", "C", "H", "H", "H", "H", "H", "H", "S", "C", "C", "H", "C", "C", "H", "C", "H", "H", "O", "C", "C", "H", "O", "H", "C", "O", "O", "O", "P", "H", "H", "H", "H", "H", "C", "O", "O", "H", "O", "O", "C", "H", "H", "P", "O", "H", "H", "C", "O", "H", "H", "C", "H", "H", "H", "H", "Cl", "H", "H", "C", "O", "H", "H", "N", "H", "C", "H", "O", "H", "O", "H", "C", "P", "H", "H", "O", "C", "C", "H", "C", "O", "H", "H", "H", "H", "C", "C", "C", "H", "H", "H", "N", "C", "C", "C", "H", "H", "H", "H"], "positions_angstrom": [[-12.07090, 1.99277, 0.76950], [1.49083, 6.02639, -1.39631], [6.29028, 7.83326, -3.63026], [-1.12392, -2.66674, 1.02210], [-0.26612, -5.49634, -1.30867], [-1.53108, -9.22824, 3.07844], [1.63960, 2.94543, -4.10238], [1.01765, -4.43817, -1.09810], [0.94633, -9.06756, 1.21009], [-0.56041, -4.34317, 1.15605], [-0.16854, 2.21031, -0.63090], [-3.59976, 3.33230, 2.62724], [-0.39671, 0.92663, 4.56488], [-10.25853, -1.09576, -1.92334], [2.97257, -11.49773, 4.31369], [-1.58640, -9.00807, 2.01172], [7.66058, 7.09756, -0.18394], [1.67595, -2.66171, -3.26133], [1.98256, 7.38604, -0.62575], [8.42257, 3.49096, -1.70188], [4.92270, 6.39622, -2.81929], [1.36098, -10.99508, 4.84858], [3.80248, 4.42049, -3.76167], [4.97374, 5.31168, -3.66931], [8.92781, 4.37623, -1.27250], [1.53193, 3.56896, -3.20440], [-2.57008, 3.43303, 2.28213], [0.53597, 4.03816, -3.19934], [1.95174, -10.33542, 2.95954], [2.65837, 4.59063, -3.05284], [1.56147, 2.58325, -1.97691], [-4.25878, 3.85132, 1.93164], [-0.21507, -9.59203, 3.47063], [6.44252, 2.95275, -2.32266], [-4.99618, -0.66177, 2.21769], [-7.81054, 1.18866, 0.54955], [-4.00394, 1.97018, 2.68057], [7.64829, 7.67240, -0.96507], [-2.91151, 0.81033, 3.01848], [-3.70736, 3.79135, 3.61048], [5.85960, 4.31361, -5.17253], [-7.93812, 3.21127, 0.04978], [-0.89890, -7.23572, -2.20614], [5.70544, 8.18580, -1.96950], [2.26071, -10.67488, 4.32297], [-2.27177, 1.77146, 4.25608], [2.19424, -3.28339, -1.33123], [0.03669, 3.91490, -1.14732], [1.71200, -5.17933, 0.00337], [-1.68661, 0.94248, 2.14990], [-11.22047, 1.91563, 1.44736], [0.67363, -7.35558, -1.39175], [-5.70027, 0.16484, 2.12792], [-9.33439, 0.55735, 0.17951], [-10.87906, 0.03881, -0.28583], [-1.72229, 0.19515, 5.50751], [1.51874, -6.31865, 1.43928], [3.70279, 6.60224, -2.08332], [0.01046, -3.28870, -0.55194], [-11.30450, 1.00772, 2.04532], [8.75532, 1.42635, -1.11694], [-10.92424, -1.16568, -1.06304], [-5.04057, -1.07765, 3.22509], [3.88532, 3.56672, -4.44612], [-11.94369, -1.30359, -1.41858], [-10.64147, -2.02127, -0.44775], [1.10621, 0.91246, -2.57439], [9.02179, 2.58288, 0.17753], [-5.27064, -1.43421, 1.50297], [-0.93308, -3.58468, 0.46660], [0.45384, -7.40720, 2.88242], [1.19260, -1.56457, -1.94284], [2.70904, -9.82622, 4.84202], [6.09936, 4.97287, -4.44383], [-1.86393, -8.36248, 3.65280], [8.33865, 2.33764, -0.65826], [-6.31526, 2.50057, 0.02482], [-3.65709, -0.21345, 1.91566], [7.33542, 2.18434, -0.23572], [-9.23031, -0.44797, 1.29763], [8.06819, 5.27869, -3.60864], [7.28993, 4.50201, -3.68703], [1.06308, -8.94898, 2.69600], [1.09403, 3.25000, 0.09649], [0.89756, -5.39085, 2.82638], [-10.00543, 1.94565, 0.70776], [6.07425, 7.39021, -2.64035], [1.96512, -2.24151, -2.29632], [-11.23005, 2.77925, 2.11118], [0.57022, 2.99976, -0.84309], [7.23506, 6.84178, -2.01997], [2.57382, 2.50082, -1.55764], [6.58859, 4.59263, -1.56413], [-1.10180, 1.79607, 5.94367], [7.74553, 3.68950, -4.28785], [2.54689, 5.72606, -2.15537], [-1.31892, 1.12764, 5.11247], [0.03684, -6.71756, -2.00739], [9.04430, 3.18455, -2.56366], [0.53121, -6.50621, -2.95606], [-2.19275, -10.06456, 3.30180], [3.46267, 7.62002, -1.22890], [1.35370, -6.33108, 2.52227], [-7.36248, 2.32408, -0.21457], [7.01979, 3.89661, -2.29425], [-1.87215, -3.91919, 0.02373], [-7.45273, 2.13154, -1.28462], [2.30826, -6.44243, 3.03933], [2.89097, -1.68378, -2.41695]], "e_tot_ev": -129700.000, "lumo_ev": -2.396}


{"formula": "C7H9N2O2", "method": "the ωB97M-V functional and the def2-TZVPD basis", "elements": ["H", "H", "C", "H", "H", "C", "O", "C", "N", "H", "O", "H", "C", "H", "C", "H", "C", "H", "C", "N"], "positions_angstrom": [[3.81856, -1.72727, 0.20643], [-2.57164, 1.95017, 0.67588], [-0.05618, -0.15065, -0.66008], [0.46043, 2.50405, -1.50182], [-0.15294, -2.21337, -1.18090], [-2.04570, 1.01854, 0.31290], [1.14432, 1.70187, -0.00733], [-0.88913, 1.09835, -0.68028], [1.16408, 0.12450, -0.34360], [-3.28968, -0.32607, 1.23906], [2.30447, -0.46330, -0.47204], [-1.64709, 1.28858, -1.58196], [-2.57375, -0.20223, 0.51724], [3.31095, -0.59215, 1.46595], [2.92720, -1.13817, 0.55111], [2.35547, -1.82545, 1.05209], [-2.00717, -1.40338, -0.12979], [-2.68117, -2.26013, 0.02461], [-0.77736, -1.43048, -0.69630], [0.08175, 2.18449, -0.62876]], "charge": 1, "e_tot_ev": -14465.279, "lumo_ev": -5.014, "smiles": "CO[N+]1=C2C=CC=C[C@H]2NO1", "de_lowest_ev": 8.745}